C36H99N9O9 | ωB97M-V/def2-TZVPD

Cartesian coordinates (Å):
C1 -3.8743 4.7128 2.4495
C2 -2.8510 5.9322 2.7364
C3 -2.2512 6.6873 1.4883
O1 -1.6492 5.5758 0.8052
C4 -0.3205 5.1143 1.2721
N1 -3.5387 6.9094 3.5045
H1 -3.2475 4.0032 1.9094
H2 -4.6085 5.0429 1.7145
H3 -4.4069 4.2449 3.2774
H4 -2.1256 5.5435 3.4512
H5 -1.6039 7.5237 1.7525
H6 -3.0223 7.1171 0.8489
H7 0.5230 5.5710 0.7544
H8 -0.1453 4.0645 1.0365
H9 -0.1721 5.1470 2.3515
H10 -4.3083 7.1901 2.9138
H11 -3.0090 7.7656 3.5852
C5 1.0847 -0.4822 -3.2499
C6 1.5234 -0.0297 -4.6495
C7 1.2864 1.4718 -5.0568
O2 -0.0846 1.8328 -5.0615
C8 -0.8384 1.3447 -6.1395
N2 2.9686 -0.3752 -4.7568
H12 1.6975 0.1176 -2.5769
H13 1.1524 -1.5450 -3.0177
H14 0.0247 -0.2494 -3.1484
H15 0.9510 -0.5824 -5.3944
H16 1.5264 1.5398 -6.1178
H17 1.7282 2.0852 -4.2715
H18 -0.3743 1.6033 -7.0913
H19 -1.7484 1.9398 -6.0631
H20 -1.0627 0.2788 -6.1001
H21 3.0714 -1.3494 -4.5109
H22 3.4860 0.0947 -4.0276
C9 6.3983 -3.4186 -1.9146
C10 5.0288 -3.9620 -2.0394
C11 4.9496 -5.4818 -1.8767
O3 3.6875 -6.0208 -2.2135
C12 3.8342 -7.4221 -2.1409
N3 4.4095 -3.2137 -0.9351
H23 6.4800 -2.3318 -1.8949
H24 7.0484 -3.8147 -2.6946
H25 6.8356 -3.7471 -0.9717
H26 4.3720 -3.6739 -2.8602
H27 5.2135 -5.7565 -0.8555
H28 5.6986 -6.0312 -2.4470
H29 4.0257 -7.7524 -1.1199
H30 4.4230 -7.8134 -2.9705
H31 2.8161 -7.7863 -2.2785
H32 4.9517 -3.5769 -0.1643
H33 3.4158 -3.3326 -0.7990
C13 5.4846 -1.5924 8.0523
C14 5.2153 -0.8478 6.7761
C15 4.4120 0.4222 6.9549
O4 4.1407 1.1033 5.6857
C16 2.9028 0.6191 5.0150
N4 6.4257 -0.5137 6.0235
H34 6.2440 -1.0660 8.6304
H35 5.8356 -2.6150 7.9137
H36 4.5799 -1.8191 8.6164
H37 4.6452 -1.4763 6.0919
H38 5.2015 1.0671 7.3409
H39 3.6088 0.3698 7.6898
H40 2.0046 0.8139 5.6010
H41 2.8893 -0.4428 4.7693
H42 2.6651 1.2265 4.1417
H43 6.2357 0.3573 5.5486
H44 7.2116 -0.3736 6.6421
C17 -6.9409 -1.9678 1.9714
C18 -6.6531 -0.6432 1.1907
C19 -5.1945 -0.2135 0.8935
O5 -4.2459 -0.2898 2.0156
C20 -4.3975 0.9000 2.7487
N5 -7.5735 -0.4987 0.1023
H45 -7.9644 -2.0862 2.3271
H46 -6.5388 -1.9805 2.9845
H47 -6.4940 -2.7571 1.3669
H48 -7.0748 0.0016 1.9618
H49 -5.2489 0.6907 0.2872
H50 -4.8314 -0.9864 0.2161
H51 -5.2715 0.9357 3.3990
H52 -4.3531 1.7998 2.1353
H53 -3.5251 0.8573 3.4008
H54 -7.4179 -1.2631 -0.5393
H55 -7.4529 0.3983 -0.3460
C21 -1.1329 -1.2885 0.1738
C22 0.3622 -0.8181 0.3409
C23 0.4028 0.3982 1.4044
O6 0.0337 1.5750 0.7338
C24 -1.3675 1.9653 0.7584
N6 1.1442 -1.9626 0.8323
H56 -1.1959 -2.2662 -0.3040
H57 -1.5969 -0.7131 -0.6274
H58 -1.7238 -1.4648 1.0726
H59 0.7020 -0.3955 -0.6046
H60 1.4512 0.4982 1.6852
H61 -0.0255 0.1884 2.3845
H62 -1.5486 2.1108 1.8233
H63 -2.0790 1.3083 0.2582
H64 -1.6010 2.8562 0.1754
H65 0.9360 -2.6083 0.0841
H66 2.0956 -1.6520 0.6960
C25 4.6850 0.4290 1.0935
C26 4.4794 0.5711 -0.4539
C27 5.7987 0.6002 -1.3035
O7 5.4173 0.7629 -2.6944
C28 6.3172 1.4169 -3.5958
N7 3.5645 -0.5233 -0.8605
H67 5.3235 1.2983 1.2510
H68 5.2840 -0.4468 1.3430
H69 3.7518 0.6226 1.6224
H70 4.0538 1.5719 -0.5268
H71 6.4967 -0.2215 -1.1431
H72 6.3751 1.5065 -1.1174
H73 5.8931 1.2792 -4.5904
H74 7.2694 0.9276 -3.8008
H75 6.5646 2.4318 -3.2846
H76 3.4658 -0.3998 -1.8581
H77 4.0650 -1.4005 -0.8682
C29 1.1676 -4.2724 -4.5246
C30 -0.1540 -4.7867 -3.9070
C31 -0.7778 -4.0448 -2.6427
O8 0.2191 -3.7876 -1.5840
C32 0.5824 -5.0293 -0.9567
N8 -1.1083 -4.8127 -5.0045
H78 1.2664 -4.8243 -5.4594
H79 2.0471 -4.4900 -3.9186
H80 1.0800 -3.1944 -4.6605
H81 -0.0565 -5.8112 -3.5480
H82 -1.6655 -4.5774 -2.3015
H83 -1.0646 -3.0580 -3.0062
H84 -0.2669 -5.6746 -0.7319
H85 1.2686 -4.9741 -0.1116
H86 1.0870 -5.5975 -1.7381
H87 -1.0641 -3.8819 -5.3942
H88 -1.9753 -5.0789 -4.5601
C33 -9.2878 4.2553 0.4936
C34 -8.0260 3.3883 0.8839
C35 -7.0638 3.5851 -0.3977
O9 -5.8633 2.8906 -0.2860
C36 -4.8704 3.0509 -1.3358
N9 -7.4351 3.8829 2.1702
H89 -8.9728 5.2028 0.0563
H90 -10.0698 4.3531 1.2466
H91 -9.7368 3.8424 -0.4098
H92 -8.2708 2.3338 1.0113
H93 -6.8172 4.6173 -0.6466
H94 -7.5143 3.1202 -1.2746
H95 -4.2743 2.1602 -1.5341
H96 -4.1977 3.8087 -0.9341
H97 -5.2479 3.4943 -2.2572
H98 -7.9793 3.4456 2.9001
H99 -6.5131 3.4730 2.2143

Calculated values
Expectation value of S²   0.75
2S+1   2
Kohn-Sham gap (alpha / beta)   1.4 / 8.9 eV
DFT total energy   -70764.5009 eV
Net charge   -1

C36H99N9O9 | ωB97M-V/def2-TZVPD

Cartesian coordinates (Å):
C1 13.5002 0.0085 -0.7904
C2 12.7790 -0.6664 -1.9633
C3 11.3003 -0.2823 -2.0674
O1 10.7125 -0.5184 -0.8359
C4 9.4298 0.0342 -0.5980
N1 13.5198 -0.4316 -3.2038
H1 13.6034 1.0892 -0.8887
H2 14.4932 -0.4263 -0.6762
H3 13.0711 -0.1641 0.1966
H4 12.8194 -1.7416 -1.7889
H5 10.8807 -0.8151 -2.9207
H6 11.2470 0.7829 -2.2921
H7 9.0964 -0.2824 0.3903
H8 8.7150 -0.3095 -1.3457
H9 9.4407 1.1176 -0.4787
H10 13.7803 0.5390 -3.3046
H11 14.4267 -0.8479 -3.0480
C5 3.7671 0.9483 -10.5932
C6 2.9451 1.9865 -11.3483
C7 2.4073 3.1096 -10.4598
O2 1.6772 2.5648 -9.3872
C8 1.4228 3.5029 -8.4075
N2 3.8338 2.5420 -12.4361
H12 3.1512 0.4446 -9.8482
H13 4.7163 1.2695 -10.1643
H14 3.9138 0.1812 -11.3536
H15 2.0444 1.5181 -11.7449
H16 1.7630 3.7849 -11.0228
H17 3.2738 3.6907 -10.1441
H18 0.7680 4.2904 -8.7806
H19 2.3147 3.9219 -7.9416
H20 0.8816 3.0487 -7.5775
H21 3.8444 1.8325 -13.1548
H22 3.3451 3.3034 -12.8849
C9 -6.1789 2.4323 -5.2703
C10 -6.8287 2.1216 -6.6087
C11 -6.0851 1.0140 -7.3994
O3 -6.4266 1.0036 -8.7524
C12 -5.4775 1.6648 -9.6230
N3 -8.2016 1.8871 -6.4519
H23 -6.3122 3.4655 -4.9496
H24 -5.1243 2.1622 -5.2171
H25 -6.6942 1.8500 -4.5064
H26 -6.6477 3.0795 -7.0961
H27 -6.2686 0.0433 -6.9386
H28 -5.0103 1.0588 -7.2242
H29 -5.9246 1.8095 -10.6065
H30 -4.5610 1.0786 -9.6890
H31 -5.1612 2.6516 -9.2848
H32 -8.6143 1.5811 -7.3215
H33 -8.6207 2.8007 -6.3530
C13 3.5455 -11.2960 -3.8337
C14 2.8895 -10.1459 -4.5701
C15 3.8277 -9.0156 -4.9470
O4 4.0359 -8.1227 -3.8804
C16 5.0541 -7.2705 -4.1291
N4 2.3000 -10.8570 -5.6769
H34 2.7853 -11.9855 -3.4665
H35 4.1853 -10.9539 -3.0203
H36 4.2196 -11.8490 -4.4879
H37 2.0541 -9.6940 -4.0352
H38 3.4704 -8.4337 -5.7966
H39 4.7823 -9.3383 -5.3627
H40 4.9337 -6.6057 -4.9845
H41 5.9614 -7.8483 -4.3054
H42 5.2973 -6.7546 -3.2003
H43 1.6438 -11.5418 -5.3296
H44 1.7196 -10.1151 -6.0413
C17 -1.2003 9.2240 4.8475
C18 -0.3047 10.3459 5.4108
C19 -0.9144 10.9505 6.7560
O5 -2.0203 11.8018 6.5148
C20 -2.0156 12.7755 5.4602
N5 1.0626 9.8485 5.4634
H45 -0.7966 8.8848 3.8935
H46 -2.2102 9.6125 4.7159
H47 -1.2484 8.4242 5.5866
H48 -0.1917 11.1717 4.7085
H49 -0.1218 11.5578 7.1930
H50 -1.3357 10.2198 7.4465
H51 -3.0506 13.1172 5.4510
H52 -1.8765 12.4177 4.4400
H53 -1.5152 13.7233 5.6588
H54 1.1343 9.1197 6.1589
H55 1.5782 10.6479 5.8028
C21 -8.4001 -4.7430 -1.7487
C22 -7.2331 -5.7005 -1.5029
C23 -6.8903 -5.9408 -0.0111
O6 -6.0741 -7.1467 0.2106
C24 -4.7659 -6.9417 -0.0747
N6 -7.6376 -6.9314 -2.1012
H56 -9.2789 -4.9709 -1.1455
H57 -8.7813 -4.8228 -2.7668
H58 -8.1212 -3.6929 -1.6614
H59 -6.3178 -5.4392 -2.0341
H60 -7.8128 -6.2150 0.5007
H61 -6.4931 -5.0508 0.4770
H62 -4.2577 -7.8895 0.1032
H63 -4.2978 -6.2131 0.5872
H64 -4.5924 -6.6758 -1.1175
H65 -6.9318 -7.5259 -1.6907
H66 -8.4907 -7.2637 -1.6747
C25 2.1168 -4.0464 8.5967
C26 1.4584 -3.0458 7.7358
C27 2.3841 -1.8181 7.3483
O7 1.5547 -0.8523 6.7537
C28 2.2325 0.4022 6.6386
N7 1.0057 -3.7478 6.5354
H67 2.3583 -3.6669 9.5896
H68 3.1069 -4.3019 8.2192
H69 1.4241 -4.8783 8.7237
H70 0.6284 -2.6046 8.2876
H71 3.3337 -2.0054 6.8471
H72 2.8536 -1.4285 8.2515
H73 2.8771 0.4147 5.7597
H74 2.9061 0.6343 7.4635
H75 1.6085 1.2950 6.6777
H76 1.7616 -4.1074 5.9702
H77 0.4591 -3.1212 5.9622
C29 -2.0465 1.3641 0.5449
C30 -2.1155 -0.1061 0.4348
C31 -0.9951 -0.7975 -0.4328
O8 -1.1506 -0.3295 -1.7252
C32 -0.7657 -1.2714 -2.7176
N8 -2.1923 -0.7350 1.7419
H78 -1.8924 1.9293 -0.3742
H79 -1.2631 1.6082 1.2624
H80 -2.9629 1.8776 0.8359
H81 -3.0728 -0.2880 -0.0537
H82 -1.0818 -1.8760 -0.3013
H83 0.0084 -0.4708 -0.1601
H84 -1.3641 -2.1584 -2.5097
H85 0.2944 -1.5245 -2.7346
H86 -0.9354 -0.9684 -3.7509
H87 -1.4140 -0.3854 2.2825
H88 -2.9881 -0.3619 2.2394
C33 -4.6343 2.4083 10.1029
C34 -4.2963 3.6083 11.0860
C35 -4.6025 3.3557 12.6561
O9 -5.9141 3.0499 12.8035
C36 -6.3046 2.7992 14.1664
N9 -2.8657 3.8565 10.8987
H89 -4.4167 2.5589 9.0455
H90 -5.6631 2.0485 10.1199
H91 -4.0908 1.5163 10.4143
H92 -4.8865 4.4653 10.7617
H93 -4.4068 4.2866 13.1884
H94 -3.9527 2.5454 12.9866
H95 -5.9467 3.6159 14.7932
H96 -6.0175 1.8351 14.5862
H97 -7.3928 2.8491 14.2046
H98 -2.2835 3.4353 11.6084
H99 -2.5071 3.5562 10.0034

Calculated values
Kohn-Sham gap   9.5 eV
DFT total energy   -70766.7709 eV
SMILES string   COC[C@H](C)N.COC[C@H](C)N.COC[C@H](C)N.COC[C@H](C)N.COC[C@H](C)N.COC[C@H](C)N.COC[C@H](C)N.COC[C@H](C)N.COC[C@H](C)N

C37H101NO19 | ωB97M-V/def2-TZVPD

Cartesian coordinates (Å):
C1 4.1528 3.9124 -2.3688
C2 3.5242 3.9767 -3.7427
O1 2.1975 4.3322 -3.6294
O2 4.3541 5.1417 -1.5960
H1 5.1524 3.5001 -2.5061
H2 3.6726 3.2635 -1.6364
H3 3.5378 3.0407 -4.3011
H4 4.0238 4.8069 -4.2421
H5 1.5882 3.6174 -3.4308
H6 3.5348 5.5978 -1.8017
C3 -3.2982 5.5813 -1.9449
C4 -3.5034 4.2684 -1.0965
O3 -2.4645 4.0955 -0.1564
O4 -2.4663 6.4112 -1.2612
H7 -4.1472 6.1298 -2.3528
H8 -2.7166 5.3444 -2.8358
H9 -3.5893 3.4718 -1.8355
H10 -4.4694 4.1301 -0.6109
H11 -2.1209 4.9788 -0.0036
H12 -2.4167 7.2133 -1.7864
C5 -1.8197 3.1380 -4.4370
C6 -0.8197 2.1252 -4.0614
O5 0.1082 2.5643 -3.0218
O6 -1.9558 3.3371 -5.8299
H13 -1.5603 4.1253 -4.0547
H14 -2.7959 2.7651 -4.1270
H15 -0.2897 1.6150 -4.8657
H16 -1.3196 1.3018 -3.5513
H17 -0.1337 2.3121 -2.1276
H18 -1.0916 3.4477 -6.2331
C7 -3.4315 -1.0449 -1.1932
C8 -3.0573 -1.0150 -2.7439
O7 -2.9740 -2.2925 -3.3465
O8 -4.4358 -1.9699 -0.9636
H19 -3.7670 -0.0474 -0.9093
H20 -2.5573 -1.3459 -0.6158
H21 -2.0776 -0.5563 -2.8779
H22 -3.7989 -0.4661 -3.3244
H23 -3.9037 -2.5313 -3.3305
H24 -4.8907 -2.1069 -1.7978
C9 0.5590 -1.3131 -5.6588
C10 1.4916 -1.8958 -4.6062
O9 1.0764 -1.1977 -3.4262
O10 0.6187 -1.9240 -6.9535
H25 0.7908 -0.2501 -5.7258
H26 -0.4786 -1.3592 -5.3282
H27 2.5405 -1.6676 -4.7952
H28 1.5487 -2.9665 -4.4101
H29 0.2601 -1.6068 -3.1298
H30 1.4030 -1.7022 -7.4607
C11 4.9722 -5.1443 -0.9619
O11 3.5582 -5.3835 -0.8577
C12 3.0223 -4.8650 -2.0047
C13 1.4393 -5.0788 -2.0682
N1 0.8163 -3.8468 -1.5845
C14 -0.5933 -3.9073 -1.4499
C15 -0.9793 -4.3297 -0.0100
O12 -0.4356 -3.5436 1.0484
C16 -0.2208 -4.3563 2.2407
H31 5.4766 -5.5665 -0.0928
H32 5.2759 -4.0975 -0.9656
H33 5.5757 -5.6208 -1.7345
H34 3.4837 -5.3903 -2.8409
H35 3.3217 -3.8248 -2.1328
H36 1.2130 -6.0084 -1.5459
H37 1.1849 -5.2065 -3.1204
H38 0.9073 -3.7033 -0.5889
H39 -0.9929 -4.6208 -2.1706
H40 -1.1037 -2.9528 -1.5787
H41 -0.6388 -5.3651 -0.0069
H42 -2.0614 -4.2143 0.0521
H43 0.4411 -5.2064 2.0755
H44 -1.1957 -4.7121 2.5741
H45 0.0915 -3.7552 3.0946
C17 4.1515 -0.9450 2.5802
C18 3.8985 -2.4547 2.7652
C19 3.9065 -2.9694 1.3386
O13 5.0127 -3.1036 3.4602
H46 3.2876 -0.6119 2.0051
H47 5.0884 -0.6195 2.1281
H48 4.0803 -0.3794 3.5093
H49 2.9816 -2.5876 3.3394
H50 3.0742 -2.6579 0.7075
H51 3.6793 -4.0331 1.2687
H52 4.7464 -2.6324 0.7311
H53 5.0235 -2.9472 4.4073
C20 -3.5278 -2.1419 3.3997
C21 -3.9877 -3.3003 2.5619
C22 -4.3700 -4.5277 3.4027
O14 -5.2056 -3.0061 1.8770
H54 -3.8298 -2.0199 4.4399
H55 -3.5469 -1.1507 2.9468
H56 -2.4689 -2.3470 3.5570
H57 -3.2592 -3.4617 1.7674
H58 -5.3697 -4.9159 3.2081
H59 -4.4128 -4.2969 4.4672
H60 -3.6029 -5.2818 3.2262
H61 -4.8916 -2.3702 1.2300
C23 1.2888 0.9546 0.0778
C24 -0.2134 0.7962 -0.0034
C25 -1.0187 0.2253 1.1525
O15 -0.9236 1.8718 -0.5587
H62 1.5456 1.9282 -0.3397
H63 1.8779 0.1410 -0.3456
H64 1.6630 0.8876 1.0994
H65 -0.4401 0.1154 -0.8239
H66 -0.7084 0.5925 2.1307
H67 -0.7394 -0.8282 1.1367
H68 -2.0755 0.4882 1.1051
H69 -1.4305 2.2970 0.1369
C26 -1.7425 -1.0052 6.8372
C27 -0.5744 -0.1060 6.5432
C28 -0.3415 0.1392 5.0882
O16 -0.6402 1.0432 7.2304
H70 -1.7678 -1.3691 7.8644
H71 -1.6053 -1.9217 6.2633
H72 -2.7650 -0.6554 6.6949
H73 0.3598 -0.5139 6.9292
H74 0.3246 0.9947 4.9754
H75 -1.1978 0.3181 4.4379
H76 -0.0454 -0.7882 4.5980
H77 -0.9093 1.7440 6.6321
C29 -5.7208 0.6306 1.3812
C30 -6.3536 1.8127 2.2259
C31 -7.8739 1.6738 2.3078
O17 -5.8532 1.7837 3.5863
H78 -5.9085 -0.2637 1.9754
H79 -4.6324 0.6161 1.3251
H80 -6.1302 0.5345 0.3756
H81 -6.0405 2.6931 1.6646
H82 -8.2574 0.8037 2.8406
H83 -8.3083 1.7157 1.3090
H84 -8.1624 2.5785 2.8430
H85 -6.4163 2.2307 4.2224
C32 1.5374 5.0469 1.0847
C33 2.6784 4.5603 2.0295
C34 2.4474 5.0651 3.4577
O18 2.6577 3.1513 2.1954
H86 1.1693 6.0358 1.3577
H87 0.7516 4.3029 1.2157
H88 1.8111 5.0131 0.0302
H89 3.6170 4.8127 1.5361
H90 1.4017 5.0195 3.7617
H91 2.7048 6.1243 3.4620
H92 2.9044 4.4024 4.1925
H93 2.8342 2.7330 1.3495
C35 5.2411 -0.7777 -2.2884
C36 5.2119 0.7350 -2.1035
C37 5.3396 1.1290 -0.6446
O19 6.3036 1.2904 -2.8761
H94 4.2925 -1.2434 -2.5557
H95 5.7420 -1.3687 -1.5216
H96 5.7499 -1.0383 -3.2165
H97 4.2839 1.1259 -2.5207
H98 5.9983 0.5140 -0.0314
H99 4.3266 1.1998 -0.2486
H100 5.6404 2.1554 -0.4347
H101 6.2919 1.0283 -3.7995

Calculated values
Kohn-Sham gap   9.2 eV
DFT total energy   -80389.6093 eV

- DFT total energy of number 3 (C37H101NO19)?
  -80389.6093 eV

- Which value of DFT total energy does entry 2 give?
  -70766.7709 eV